C41H44FeN5O2Te as an isolated structure. Source: the Open Molecules 2025 dataset; level of theory: ωB97M-V with the def2-TZVPD basis set.

Values from the calculation:
Net charge   +1
Electronic energy   -3544.5137 a.u.

```
94
Properties=species:S:1:pos:R:3:forces:R:3:lowdin_charge:R:1
Fe -0.000234 0.075683 -0.004402 0.439 -0.047 -0.304 0.276
O 0.323260 -0.259268 -7.081529 -0.005 -0.103 0.086 0.098
N -0.716127 0.201739 -6.656447 0.092 0.259 -0.105 -0.336
O -1.661826 0.533150 -7.333963 -0.042 -0.106 0.059 0.110
C -0.806057 0.458405 -5.200526 -0.055 -0.036 0.023 -0.052
C -1.595556 1.485728 -4.834128 0.023 -0.007 -0.076 0.086
C -1.716270 1.853956 -3.459334 0.052 -0.045 0.043 -0.114
C -2.508357 2.926205 -3.019186 -0.017 0.027 -0.029 0.034
C -2.554523 3.208665 -1.680134 -0.002 0.044 0.010 -0.002
C -1.835143 2.403432 -0.792743 0.056 -0.034 0.017 -0.088
N -1.107509 1.367197 -1.174382 -0.067 -0.061 0.151 0.060
C -1.022063 1.113258 -2.501815 -0.038 -0.001 0.028 -0.148
C -0.185019 0.017818 -2.902361 -0.031 -0.021 -0.091 -0.129
N 0.456276 -0.628462 -1.903495 -0.060 0.033 0.237 0.089
C 1.238693 -1.640748 -2.216667 0.018 -0.018 0.020 -0.059
C 1.402423 -2.086426 -3.530137 0.005 0.011 -0.034 0.008
C 0.759104 -1.443281 -4.553166 -0.021 0.021 0.001 0.042
C -0.056890 -0.332526 -4.254491 0.009 -0.006 0.023 -0.042
H -2.135044 2.036403 -5.592451 -0.007 -0.003 0.008 0.141
H -3.062599 3.517969 -3.736799 0.000 -0.007 0.002 0.134
H -3.137938 4.033508 -1.297106 0.006 -0.006 0.005 0.122
H -1.850494 2.607495 0.267867 -0.051 -0.013 0.029 0.085
H 1.759906 -2.123882 -1.404552 -0.009 -0.005 0.002 0.116
H 2.042205 -2.935028 -3.725247 -0.006 0.002 0.001 0.124
H 0.881696 -1.773335 -5.571144 0.004 0.007 -0.026 0.117
C 2.953244 1.634497 -1.913479 0.014 0.003 0.000 -0.041
C 2.482801 1.528419 -0.462299 0.036 -0.045 0.020 -0.384
C 2.338046 2.908407 0.178216 -0.004 0.001 -0.007 -0.046
C 3.350867 0.613237 0.383989 -0.018 -0.002 0.002 -0.130
C 4.692262 0.956297 0.476207 0.002 0.006 -0.002 -0.035
C 5.558359 0.241667 1.280583 -0.007 0.012 -0.003 -0.054
C 5.045606 -0.766521 2.069976 -0.024 0.001 0.017 -0.037
C 3.701686 -1.140399 2.043563 0.008 -0.013 0.004 -0.110
C 3.329647 -2.125734 3.163711 0.016 -0.002 -0.006 -0.365
C 1.947060 -1.971380 3.793229 0.027 -0.008 0.008 -0.072
C 3.674687 -3.592232 2.875115 -0.013 -0.011 0.002 -0.053
C 2.862418 -0.500533 1.100956 0.027 0.016 0.002 -0.138
N 1.531276 -0.934232 0.834230 -0.084 0.132 -0.031 -0.034
C 1.226331 -2.197985 0.898362 0.030 -0.089 0.048 -0.121
C -0.089952 -2.596638 0.640637 -0.098 0.052 -0.078 -0.320
C -0.703731 -3.852559 0.707474 0.054 -0.042 0.048 -0.012
C -2.041434 -3.633307 0.438689 -0.035 -0.011 0.048 -0.023
C -2.207976 -2.249454 0.204788 0.046 0.013 0.063 -0.238
N -1.024679 -1.617456 0.320017 -0.093 -0.062 -0.073 0.031
C -3.522228 -1.577106 -0.131302 -0.024 -0.045 -0.050 -0.527
C -3.572446 -1.284259 -1.636622 -0.011 0.017 0.007 -0.021
C -4.694239 -2.501668 0.213264 0.011 -0.009 -0.009 -0.053
C -3.688283 -0.285525 0.669296 -0.015 0.002 0.016 -0.036
H 2.224324 2.185353 -2.512667 0.005 0.007 0.003 0.084
H 3.101864 0.649827 -2.358769 -0.008 0.004 0.002 0.082
H 3.898802 2.174210 -1.974246 -0.001 -0.014 -0.001 0.086
H 1.479812 1.096371 -0.538983 -0.212 0.034 -0.001 0.047
H 3.308459 3.402610 0.237954 -0.005 0.002 -0.012 0.089
H 1.943924 2.835736 1.193049 0.008 -0.003 -0.001 0.054
H 1.674731 3.541780 -0.415492 -0.003 -0.003 0.008 0.084
H 5.064454 1.801598 -0.089312 -0.002 -0.002 0.002 0.116
H 6.606388 0.503419 1.334326 -0.005 -0.001 -0.001 0.112
H 5.700254 -1.267877 2.773898 -0.008 0.002 -0.001 0.122
H 4.017970 -1.830758 3.959384 0.019 -0.001 -0.010 0.128
H 1.145023 -2.438806 3.222702 0.017 0.002 0.011 0.059
H 1.708943 -0.915335 3.937255 0.000 0.005 -0.003 0.058
H 1.953144 -2.445695 4.776441 -0.001 0.000 0.000 0.095
H 2.948577 -4.088847 2.228744 0.027 -0.002 0.010 0.064
H 3.694522 -4.153275 3.810860 -0.002 0.002 -0.006 0.087
H 4.656310 -3.680674 2.408957 -0.002 -0.003 0.005 0.085
H 1.985962 -2.938579 1.122056 -0.037 0.012 -0.014 0.121
H -0.224190 -4.788411 0.951511 0.000 0.014 -0.007 0.112
H -2.822672 -4.374690 0.428857 0.008 0.012 -0.008 0.103
H -3.448061 -2.203516 -2.211845 -0.002 0.007 0.004 0.096
H -2.781938 -0.594523 -1.925520 0.048 0.044 -0.025 0.056
H -4.532829 -0.837538 -1.906101 0.010 -0.005 0.002 0.092
H -4.696460 -3.399152 -0.406542 0.003 0.006 0.005 0.086
H -5.635190 -1.976854 0.038317 0.004 -0.002 -0.002 0.091
H -4.663456 -2.805128 1.260960 -0.008 0.006 -0.005 0.093
H -2.815411 0.354773 0.561131 0.038 0.018 -0.026 0.024
H -3.820737 -0.502292 1.731577 0.024 -0.005 0.022 0.091
H -4.572434 0.259774 0.328577 0.014 0.006 -0.004 0.099
C -1.242731 -0.720750 3.459188 0.012 -0.017 -0.012 -0.351
Te -0.327805 0.943385 2.477679 -0.068 0.028 0.030 1.511
C -2.166597 1.962703 2.906748 0.005 0.017 0.012 -0.396
C -2.851717 1.138169 3.968587 0.027 -0.030 0.003 -0.296
C -3.942393 1.647808 4.667722 -0.011 0.006 0.010 -0.035
C -4.593927 0.871661 5.610676 0.008 0.005 -0.008 -0.070
C -4.156891 -0.422989 5.862908 0.004 -0.001 0.003 -0.068
C -3.070269 -0.932672 5.173373 -0.002 -0.018 -0.002 -0.030
C -2.411777 -0.157219 4.222341 -0.036 0.039 -0.040 -0.286
H -0.513171 -1.176513 4.122753 -0.016 0.033 -0.013 0.044
H -1.538121 -1.446239 2.702378 -0.020 -0.005 -0.006 0.056
H -2.792691 2.021423 2.017940 0.013 0.008 -0.032 0.033
H -1.944339 2.971159 3.250924 0.019 -0.006 0.005 0.063
H -4.278972 2.659348 4.473023 0.001 -0.006 0.002 0.118
H -5.437160 1.276633 6.153960 0.001 -0.002 -0.002 0.108
H -4.659162 -1.031094 6.603400 0.001 0.002 -0.002 0.109
H -2.724501 -1.939934 5.373359 -0.004 0.004 0.000 0.120
```
Forces are in eV/Å.